Formula: C8H13GaN8OS4Sb
Source: the Open Molecules 2025 dataset
Level of theory: wB97M-V/def2-TZVPD

Each line ends with the Löwdin charge.
CARTESIAN COORDINATES (ANGSTROEM)
H  3.66797  0.94839  1.69525  0.0922
C  -4.51964  -2.52471  -1.14317  -0.2213
C  -0.23939  0.88432  1.66135  -0.5194
H  -1.08100  -3.75954  0.35157  0.0899
S  1.14611  4.10684  0.41156  -0.3200
H  -0.22336  -2.34467  -0.08657  0.0602
H  4.34676  0.39817  -1.61091  0.0833
Ga  -1.29070  0.31667  -0.95537  -0.1947
N  -5.52226  -2.10725  -1.53092  0.1330
S  -0.14924  1.71843  -2.34402  0.0148
N  -3.36914  -5.23752  0.75522  0.1163
C  -3.31200  -3.06797  -0.62673  -0.2027
C  1.54497  0.19917  0.12074  -0.4494
S  -2.41423  3.18008  0.28825  -0.1911
H  3.35356  2.33756  0.61999  0.0310
O  -1.96919  -1.35168  -1.48699  -0.0749
H  -1.42318  2.08747  2.69296  0.0678
N  -1.13677  0.09195  1.16215  0.0896
Sb  -0.50208  3.90181  -1.20139  0.3018
H  4.70078  1.24040  0.29974  0.0820
N  2.84795  0.42909  -0.17355  -0.1249
C  3.67816  1.29451  0.66009  -0.0552
C  3.31164  0.08745  -1.50940  -0.0470
N  -0.46502  1.77975  2.65662  0.1510
N  0.75773  -0.55180  -0.57853  0.0521
N  -0.94684  -3.01407  -0.31332  0.1782
N  1.08220  0.84512  1.25281  0.1477
H  -2.04641  0.23136  1.58681  0.0651
S  -3.25546  1.53001  -0.62679  0.0455
H  1.19477  -0.85498  -1.43895  0.0594
C  -3.37685  -4.27062  0.12212  -0.2468
C  -2.07834  -2.44191  -0.80880  -0.4637
H  0.17447  2.56435  2.66978  0.0580
H  2.71469  0.59476  -2.27179  0.0712
H  1.52924  1.75069  1.38037  0.0316
H  3.27010  -0.99166  -1.68014  0.0895

Values from the calculation:
Orbital gap (eV): 6.858
Energy above the lowest of the compared OMol25 structures with the same formula, charge and spin (eV): 0.000
HOMO (eV): -4.507
LUMO energy (eV): 2.35
Net charge: -1

Formula: C8H13HgN3O5
Source: the Open Molecules 2025 dataset
Level of theory: wB97M-V/def2-TZVPD

Each line ends with the Mulliken spin population.
CARTESIAN COORDINATES (ANGSTROEM)
Hg  -0.18254  -0.14249  -0.19303  0.1400
C  1.24547  -2.01524  -4.78740  0.0040
C  -0.88973  0.26522  5.06022  0.0003
N  0.89022  1.17804  1.55719  0.0040
O  -0.71887  1.03895  -1.92739  0.0689
H  2.09120  -1.91633  -5.45658  -0.0003
N  0.21799  0.80957  2.77423  0.0008
H  1.89707  0.95755  1.62723  -0.0022
N  0.19124  -0.51804  -3.39083  0.0106
O  -1.11857  -0.72968  1.66910  0.0028
C  -0.58230  0.62653  -3.11377  0.4238
C  -1.45504  2.74422  -3.83294  0.2775
H  -1.52277  -0.16048  5.84597  0.0001
C  -0.74556  -0.13296  2.71309  0.0141
H  -1.13736  3.14042  -2.87512  0.0216
H  -0.56478  -0.91969  -5.27550  0.0023
H  0.17129  0.06996  5.30581  -0.0001
C  0.40488  -0.79392  -4.80487  0.0039
O  1.35184  -1.23335  -1.43665  0.0268
H  0.75525  2.18594  1.37511  -0.0011
H  0.94529  0.06225  -5.22026  -0.0105
C  1.10491  -1.28040  -2.65813  0.0798
C  -1.24639  1.45062  -4.10228  -0.0832
H  -1.55882  1.00200  -5.05330  0.0011
H  -1.06460  1.35648  5.00672  0.0000
H  0.66828  -2.88175  -5.09065  0.0004
H  -1.95070  3.43574  -4.50973  0.0015
H  0.44967  1.21468  3.68227  -0.0004
O  -1.31701  -0.42828  3.84981  -0.0011
O  1.72567  -2.17325  -3.40321  0.0144

Values from the calculation:
2S+1: 2
Orbital gap (spin up / spin down) (eV): 4.401 / 8.553
HOMO (spin up / spin down) (eV): -8.088 / -12.111
LUMO energy (spin up / spin down) (eV): -3.69 / -3.56
Net charge: +1